DFT (ωB97M-V with the def2-TZVPD basis set) results for C38H46LaN7O5S3 as an isolated structure in a non-equilibrium geometry.

Output
HOMO energy, eV: -6.43

The geometry in ORCA input format:
```
! RIJCOSX wB97M-V def2-TZVPD def2/J DEFGRID3
* xyz 0 1
H 13.3924 13.9265 6.3017
C 12.5550 16.7044 17.1456
H 12.8685 7.6002 11.8809
C 12.0222 13.4400 8.0480
C 8.5397 11.3135 11.6813
H 15.2332 14.3682 8.0942
S 13.5481 14.2528 16.4298
H 15.6616 15.4085 17.6670
H 12.8810 15.3145 7.1928
C 15.8444 14.4925 14.8566
H 10.7696 14.4474 12.4209
C 13.3061 19.0591 13.0599
C 9.8069 11.1725 12.2709
H 15.4673 9.5266 14.5729
C 12.9288 8.3182 12.6614
C 16.0872 18.8600 12.7723
H 12.2481 12.3709 9.9356
C 8.1643 12.5525 11.2662
H 17.5846 13.6780 12.2344
C 18.4607 14.2400 14.0919
C 7.6879 10.0653 11.5787
O 14.0764 13.2641 17.3429
S 15.1402 12.6090 10.3440
H 11.8782 11.0972 15.3009
H 16.0154 17.7585 18.5763
H 10.6075 10.3764 14.3725
H 11.4539 9.5251 11.6893
C 8.6221 15.0200 10.8209
H 13.7346 9.7035 16.3307
H 12.2266 6.9354 14.1380
C 12.1396 8.9607 14.9904
N 12.6835 12.9464 9.2491
C 15.5427 19.8290 13.6026
H 15.6509 17.1316 11.5031
O 12.2678 15.9223 13.0534
C 10.7749 12.2282 12.4177
N 14.4932 14.4345 15.1288
H 16.8984 21.4866 13.9301
H 7.2347 12.6837 10.7665
C 13.6015 8.9976 15.4867
La 13.6721 13.8411 12.9079
H 15.1337 19.9581 18.7107
C 18.0855 14.7600 15.3707
H 7.7499 9.6095 12.5736
H 19.5027 13.9295 13.9844
H 15.7236 21.2131 15.2170
H 8.1179 9.3543 10.8752
H 18.7923 15.0194 16.1567
H 13.6466 20.8031 14.2379
S 12.7386 16.6523 11.8070
H 6.6437 10.2582 11.2586
C 17.4261 13.9876 13.2497
C 11.6954 10.3652 14.5116
C 14.0063 18.3931 18.1054
C 16.3700 20.6913 14.4792
C 10.2345 13.5473 12.0807
H 11.5414 8.6444 15.8597
H 10.0331 10.1425 12.5156
H 10.9662 7.9472 13.4588
C 14.0061 13.2383 9.2380
C 14.1047 19.9446 13.7190
H 17.1863 18.8477 12.6277
C 12.4761 10.7675 13.2157
O 12.2446 14.0827 15.8175
C 11.9692 7.9556 13.8292
C 13.1582 14.2416 7.3380
H 11.1446 14.0440 8.2212
N 16.1280 14.1508 13.5521
N 14.1683 19.6835 18.4954
H 8.2038 15.6093 11.6437
O 11.7231 17.3218 11.0635
O 13.5977 15.6203 11.1014
C 12.4617 9.6738 12.1130
H 14.6339 7.3857 13.5351
C 15.0819 17.4583 18.1202
C 15.2462 17.9441 12.0898
H 15.0224 8.6376 12.3097
C 14.8521 16.1567 17.7268
C 13.9539 10.7615 13.6820
H 11.9690 18.7341 17.5729
H 11.6593 16.4651 16.5698
N 14.2749 14.0866 8.2274
H 11.7027 12.5575 7.4251
H 9.5239 15.5104 10.4431
H 12.1852 19.1567 13.1260
H 13.3719 20.3266 18.6708
C 13.5912 15.7830 17.2811
H 17.1059 20.1305 15.0856
H 14.6249 11.0087 12.8558
N 16.8106 14.8699 15.7132
H 13.9613 8.0409 15.8748
H 13.0955 9.9550 11.2465
C 13.8728 18.0113 12.3353
C 14.3552 8.3585 13.1649
N 12.0459 12.0915 12.7692
C 9.0401 13.6611 11.3941
H 7.9139 14.9109 9.9853
H 14.1114 11.4721 14.4862
C 12.7456 17.9951 17.6144
C 14.4235 9.3959 14.2553
*
```

Mulliken atomic charge list, values in e, 6 entries: H 0.295; C -0.300; H 0.437; C -0.428; C -0.281; H 0.223



DFT (ωB97M-V with the def2-TZVPD basis set) results for C23H49N4OP3Pt as an isolated structure in a non-equilibrium geometry.

Output
HOMO energy (alpha / beta), eV: -18.44 / -19.29
Expectation value of S²: 6.03

The geometry in ORCA input format:
```
! RIJCOSX wB97M-V def2-TZVPD def2/J DEFGRID3
* xyz 4 5
H -1.1333 2.7213 -0.8222
C -2.8499 3.5103 1.9507
N -1.9884 2.8476 2.9399
C 0.3762 2.7481 1.3981
C -0.8366 3.7267 3.2043
H -3.6518 -0.6131 1.6579
H 1.0169 0.7817 4.1031
C 0.8821 1.8342 -5.6668
Pt 0.0352 0.0267 0.1957
H -2.5427 1.8395 -0.1083
H -2.4707 0.9558 2.2321
H -3.7247 2.8732 1.7330
C -0.3393 1.3207 -6.1534
N -2.1478 3.7805 0.6624
O -2.6378 1.9826 -3.4100
H 3.5464 -0.8441 -0.7143
P 1.4744 -0.6532 2.1634
H 2.9028 -2.5727 2.4656
C -3.5684 -0.6421 0.5682
H -0.2554 -1.2070 -3.3237
H 0.9039 3.0013 0.4642
H -2.4305 0.9120 -5.6923
H 1.5217 -0.8681 4.6026
H 1.4371 -1.5546 -3.7846
H -2.3046 -1.0915 -2.3088
H -2.6797 2.5287 -2.6218
H -1.0137 -3.4929 0.6719
C -0.1860 2.4172 -3.5717
H -3.3148 -2.4082 -1.6689
H 2.7470 0.7644 -0.9590
N -0.0911 4.0079 1.9650
H -2.5064 3.6437 -6.3995
C 2.8706 -0.2530 -1.3574
C -0.9991 4.6583 0.9865
H 1.8584 2.8927 -4.0016
H -3.2440 4.5247 -4.9341
H -1.3838 5.5912 1.4418
C 1.8323 -2.4466 2.2497
C -1.6652 2.4906 0.1169
H -0.3790 4.7284 -6.0988
C -1.2042 4.9774 -5.4223
H 3.0224 1.1155 2.6954
H -1.0536 5.8248 -4.7368
H 3.2714 -0.1923 -2.3797
H -0.1451 3.2396 3.9197
P -1.9524 -1.3103 0.0501
C 0.9466 2.4083 -4.3877
H 0.9166 0.1469 -3.4500
H 0.5735 -3.3273 -0.9085
H -0.1313 2.8138 -2.5437
H 1.0692 2.3028 2.1334
H -0.4282 4.8830 0.0716
H 1.6803 -3.2272 -2.2658
H -1.2274 4.6788 3.6184
H 3.3974 0.3998 1.0851
C 0.9001 -0.2953 3.8891
H 2.3110 -3.1043 -0.6483
H 3.8686 -0.4687 2.5835
P 1.2012 -1.0562 -1.3846
C -1.8123 -2.8476 1.0621
H -2.7604 -3.4136 1.0474
H -0.9220 1.0416 3.1316
H -1.5796 -2.5726 2.1015
C 0.7916 -0.9077 -3.1663
C -1.4628 1.3338 -5.3190
H -3.7690 0.3579 0.1711
H 1.2577 -2.8932 3.0746
C -2.3203 -1.9399 -1.6228
H -0.3954 0.8364 -7.1689
N -0.7584 1.7803 1.1026
H 1.5805 -2.9587 1.3156
H -4.3445 -1.3130 0.1842
C -2.3604 4.3305 -5.5542
H -3.1294 4.4835 2.3813
C -1.5499 1.5606 2.3896
H 1.7969 1.8170 -6.2474
H -1.5888 -2.6894 -1.9342
H -0.1547 -0.5983 4.0143
C 1.4741 -2.8274 -1.2730
C -1.4001 1.9297 -4.0427
C 3.1078 0.1834 2.1190
*
```

Mulliken atomic charge list, values in e, 6 entries: H -1.029; C -0.776; N 0.381; C -0.431; C -0.712; H 0.524